Entry 1:
A molecular structure, C2H4S. Source: the OMol25 dataset; level of theory: wB97M-V/def2-TZVPD.

Summary:
LUMO = -0.0163 Eh
HOMO energy = -9.289 eV
HOMO-LUMO gap = 8.85 eV
Energy above the lowest of the compared OMol25 structures with the same formula, charge and spin = 88.88 kcal per mole

Element x y z (Å)
C -0.35 -0.36 -0.49
C 0.16 -1.55 0.04
S -1.46 -1.60 -0.83
H -0.08 2.39 -1.96
H -0.02 3.15 -2.28
H 0.99 -2.18 -0.39
H 0.16 -1.70 1.13

---

Entry 2:
A molecular structure, C5H12CeClO2Sm. Source: the OMol25 dataset; level of theory: wB97M-V/def2-TZVPD.

Summary:
LUMO (alpha / beta) = -0.0451 / -0.0430 Eh
HOMO energy (alpha / beta) = -8.041 / -8.041 eV
HOMO-LUMO gap (alpha / beta) = 6.82 / 6.87 eV
2S+1 = 6
Energy above the lowest of the compared OMol25 structures with the same formula, charge and spin = 81.10 kcal per mole

Element x y z (Å)
Sm 0.00 0.00 0.00
Cl 0.00 1.61 -1.39
C -1.70 -0.92 0.27
H -1.64 -1.74 0.99
H -2.07 -1.34 -0.68
H -2.48 -0.22 0.61
Ce 0.70 0.08 -4.74
C -1.32 0.67 -4.64
C 2.29 1.22 -3.98
C 1.09 -1.59 -5.48
H 2.82 0.64 -3.21
H 3.02 1.42 -4.79
H 1.98 2.18 -3.55
H -1.89 -0.07 -4.06
H -1.47 1.66 -4.19
H -1.76 0.68 -5.65
H 0.33 -2.28 -5.89
H 2.10 -2.01 -5.56
O -0.33 0.07 3.21
C 0.97 0.10 3.00
O 1.44 0.09 1.78
H 1.64 0.15 3.84

---

Entry 3:
2 unconnected molecules or ions with the total composition C3H9NO6P2. Source: the OMol25 dataset; level of theory: wB97M-V/def2-TZVPD.

Summary:
LUMO = 0.1979 Eh
Total charge = -2
HOMO energy = -0.670 eV
HOMO-LUMO gap = 6.05 eV
Energy above the lowest of the compared OMol25 structures with the same formula, charge and spin = 0.00 kcal per mole

Element x y z (Å)
C -0.55 0.38 0.28
C -2.94 -0.15 -0.66
C -1.46 -0.37 -0.66
N -0.97 -1.17 -1.49
O 4.41 2.24 -0.64
O 5.59 -0.07 -0.10
O 3.84 0.93 1.47
O 3.80 -2.21 -0.42
O 1.81 -1.30 0.94
O 3.13 0.15 -0.86
P 2.37 -1.40 -0.50
P 4.38 0.88 -0.05
H -0.36 1.40 -0.02
H -0.73 0.45 1.42
H 0.44 0.02 0.37
H -3.24 -0.41 -1.64
H -3.46 0.82 -0.33
H -3.37 -0.95 -0.03
H 0.07 -1.42 -1.51
H 4.40 -1.40 -0.51
H 3.39 0.04 1.38

---

Entry 4:
C19H22N6 in the gas phase. Source: the OMol25 dataset; level of theory: wB97M-V/def2-TZVPD.

Summary:
LUMO = 0.0234 Eh
HOMO energy = -7.064 eV
HOMO-LUMO gap = 7.70 eV
SMILES string = CCCCNc1ncc(-c2ccccn2)c(Nc2ccc(N)cc2)n1
Energy above the lowest of the compared OMol25 structures with the same formula, charge and spin = 27.42 kcal per mole

Element x y z (Å)
C -4.74 -1.80 2.70
C -4.41 -0.44 2.11
C -3.60 -0.62 0.82
C -3.37 0.72 0.02
N -2.63 1.72 0.75
C -1.24 1.69 0.76
N -0.75 2.88 1.12
C 0.58 3.01 1.01
C 1.41 1.97 0.61
C 2.85 2.22 0.51
C 3.47 3.22 1.28
C 4.77 3.60 0.98
C 5.43 2.93 -0.03
C 4.80 1.90 -0.71
N 3.53 1.55 -0.46
C 0.76 0.78 0.31
N 1.52 -0.29 -0.07
C 1.09 -1.31 -0.90
C -0.05 -2.10 -0.75
C -0.32 -3.18 -1.63
C 0.62 -3.46 -2.64
N 0.37 -4.50 -3.49
C 1.75 -2.69 -2.81
C 1.93 -1.61 -1.97
N -0.55 0.64 0.37
H -5.40 -1.69 3.58
H -3.82 -2.34 2.94
H -5.30 -2.38 1.96
H -3.78 0.10 2.85
H -5.32 0.12 1.97
H -4.15 -1.34 0.19
H -2.63 -1.09 1.01
H -2.84 0.51 -0.91
H -4.34 1.11 -0.22
H -2.96 2.67 0.87
H 0.97 3.96 1.25
H 2.99 3.70 2.10
H 5.33 4.37 1.53
H 6.49 3.16 -0.28
H 5.31 1.48 -1.55
H 2.45 0.04 -0.22
H -0.82 -1.94 0.02
H -1.20 -3.78 -1.55
H 1.02 -4.63 -4.28
H -0.54 -4.92 -3.51
H 2.49 -2.93 -3.59
H 2.83 -0.99 -2.04